Record 1
Here is the molecule C4H8O2 in a non-equilibrium geometry from the Open Molecules 2025 dataset. Energies are from ωB97M-V with the def2-TZVPD basis set.

Strongest force on any atom ... 1.77 eV Å⁻¹
LUMO energy ... 0.76 eV
Energy relative to the best compared isomer or geometry (same formula, charge and spin) ... 47.0 kcal/mol

```
! wB97M-V def2-TZVPD RIJCOSX def2/J DEFGRID3
* xyz 0 1
C -0.875 1.061 -0.285
C 0.407 0.223 0.151
C 1.584 0.551 -0.782
O 2.086 1.633 -0.985
C -0.058 -1.255 0.091
O -0.990 -1.254 1.144
H -0.611 2.090 -0.077
H -1.931 0.938 0.093
H -0.999 0.932 -1.375
H 0.791 0.419 1.192
H 1.956 -0.352 -1.293
H -0.599 -1.414 -0.849
H 0.604 -2.154 0.140
H -0.721 -1.931 1.751
*
```

These are the Mulliken partial charges, in e, on atoms 1 to 2:
1. C -1.2339
2. C 0.4700

---

Record 2
Here is the molecule C4H8O2 in a non-equilibrium geometry from the Open Molecules 2025 dataset. Energies are from ωB97M-V with the def2-TZVPD basis set.

Strongest force on any atom ... 3.66 eV Å⁻¹
LUMO energy ... 0.64 eV
Energy relative to the best compared isomer or geometry (same formula, charge and spin) ... 37.1 kcal/mol

```
! wB97M-V def2-TZVPD RIJCOSX def2/J DEFGRID3
* xyz 0 1
C -1.195 1.142 0.058
C -0.165 0.045 -0.303
C -0.692 -1.378 -0.135
O -1.811 -1.568 0.388
C 1.179 0.152 0.489
O 2.105 -0.897 0.117
H -2.117 0.764 -0.364
H -1.305 1.348 1.153
H -0.908 2.076 -0.481
H 0.113 0.220 -1.379
H -0.017 -2.193 -0.585
H 0.884 -0.022 1.537
H 1.615 1.189 0.334
H 2.315 -0.877 -0.828
*
```

These are the Mulliken partial charges, in e, on atoms 1 to 2:
1. C -1.2835
2. C 0.4320

---

Record 3
Here is the molecule C4H8O2 from the Open Molecules 2025 dataset. Energies are from ωB97M-V with the def2-TZVPD basis set.

Strongest force on any atom ... 0.52 eV Å⁻¹
LUMO energy ... 0.80 eV
Energy relative to the best compared isomer or geometry (same formula, charge and spin) ... 24.7 kcal/mol

```
! wB97M-V def2-TZVPD RIJCOSX def2/J DEFGRID3
* xyz 0 1
C -1.361 -0.985 0.039
C -0.712 0.199 -0.674
C 0.455 0.836 0.113
O 0.232 0.851 1.494
C 1.761 0.132 -0.187
O 2.427 -0.380 0.684
H -2.322 -1.222 -0.428
H -1.545 -0.732 1.086
H -0.742 -1.889 0.009
H -1.467 0.972 -0.846
H -0.346 -0.099 -1.667
H 0.579 1.869 -0.255
H 0.955 0.325 1.880
H 2.086 0.123 -1.247
*
```

These are the Mulliken partial charges, in e, on atoms 1 to 2:
1. C -1.1259
2. C -0.5257

---

Record 4
Here is the molecule C4H8O2 in a non-equilibrium geometry from the Open Molecules 2025 dataset. Energies are from ωB97M-V with the def2-TZVPD basis set.

Strongest force on any atom ... 1.92 eV Å⁻¹
LUMO energy ... 0.92 eV
Energy relative to the best compared isomer or geometry (same formula, charge and spin) ... 67.3 kcal/mol

```
! wB97M-V def2-TZVPD RIJCOSX def2/J DEFGRID3
* xyz 0 1
C 0.986 1.256 0.532
C 0.131 0.105 0.139
C -1.085 0.212 -0.804
O -1.769 -0.992 -0.584
C 0.618 -1.257 0.014
O -0.270 -0.778 1.177
H 0.390 2.016 1.044
H 1.437 1.687 -0.365
H 1.779 0.914 1.203
H -0.709 0.339 -1.832
H -1.741 1.060 -0.568
H -1.528 -1.085 0.413
H 1.473 -1.666 0.512
H 0.287 -1.812 -0.882
*
```

These are the Mulliken partial charges, in e, on atoms 1 to 2:
1. C -1.3418
2. C 1.1641

---

Record 5
Here is the molecule C4H8O2 in a non-equilibrium geometry from the Open Molecules 2025 dataset. Energies are from ωB97M-V with the def2-TZVPD basis set.

Strongest force on any atom ... 1.51 eV Å⁻¹
LUMO energy ... 0.98 eV
Energy relative to the best compared isomer or geometry (same formula, charge and spin) ... 58.0 kcal/mol

```
! wB97M-V def2-TZVPD RIJCOSX def2/J DEFGRID3
* xyz 0 1
C 0.201 -1.227 -0.667
C 0.008 0.217 -0.242
C 1.109 1.145 -0.713
O 0.100 0.288 1.199
C -0.875 0.093 2.024
O -2.044 -0.209 1.430
H 0.240 -1.289 -1.758
H 1.142 -1.614 -0.260
H -0.621 -1.853 -0.308
H -0.978 0.581 -0.545
H 0.940 2.159 -0.336
H 1.147 1.170 -1.804
H 2.076 0.797 -0.330
H -2.445 -0.258 2.310
*
```

These are the Mulliken partial charges, in e, on atoms 1 to 2:
1. C -1.2543
2. C 0.5020

---

Record 6
Here is a cluster of 2 separate species, C4H8O2 in total in a non-equilibrium geometry from the Open Molecules 2025 dataset. Energies are from ωB97M-V with the def2-TZVPD basis set.

Strongest force on any atom ... 3.20 eV Å⁻¹
LUMO energy ... 0.50 eV
Energy relative to the best compared isomer or geometry (same formula, charge and spin) ... 90.4 kcal/mol

```
! wB97M-V def2-TZVPD RIJCOSX def2/J DEFGRID3
* xyz 0 1
C 0.285 -0.107 2.551
C 0.485 -0.851 1.433
C 0.146 -0.264 0.171
C 1.137 -0.239 -0.767
O 2.414 -0.171 -0.268
H 0.020 -0.355 3.567
H 0.412 0.996 2.479
H 1.199 -1.665 1.496
H -0.819 0.161 -0.045
H 0.907 -0.192 -1.822
H 2.991 0.049 -1.014
O -3.301 1.038 -2.332
H -3.161 0.098 -2.505
H -2.716 1.500 -2.944
*
```

These are the Mulliken partial charges, in e, on atoms 1 to 2:
1. C -0.6145
2. C -0.2523

---

Record 7
Here is the molecule C4H8O2 from the Open Molecules 2025 dataset. Energies are from ωB97M-V with the def2-TZVPD basis set.

Strongest force on any atom ... 0.36 eV Å⁻¹
LUMO energy ... 1.05 eV
Energy relative to the best compared isomer or geometry (same formula, charge and spin) ... 29.8 kcal/mol

```
! wB97M-V def2-TZVPD RIJCOSX def2/J DEFGRID3
* xyz 0 1
C 1.161 0.719 1.074
C -0.098 0.687 0.225
C 0.143 0.137 -1.189
O -0.121 -1.245 -1.039
C -1.199 -1.297 -0.149
O -1.021 -0.251 0.779
H 1.769 1.598 0.842
H 0.892 0.744 2.133
H 1.760 -0.179 0.895
H -0.579 1.672 0.197
H -0.539 0.587 -1.925
H 1.173 0.251 -1.532
H -2.157 -1.163 -0.683
H -1.183 -2.261 0.371
*
```

These are the Mulliken partial charges, in e, on atoms 1 to 2:
1. C -1.3701
2. C 0.4777

---

Record 8
Here is the molecule C4H8O2 from the Open Molecules 2025 dataset. Energies are from ωB97M-V with the def2-TZVPD basis set.

Strongest force on any atom ... 0.48 eV Å⁻¹
LUMO energy ... 0.86 eV
Energy relative to the best compared isomer or geometry (same formula, charge and spin) ... 15.3 kcal/mol

```
! wB97M-V def2-TZVPD RIJCOSX def2/J DEFGRID3
* xyz 0 1
C -0.047 1.456 1.096
C 0.707 0.664 0.057
O 1.577 1.174 -0.622
C 0.377 -0.811 -0.147
C -1.067 -0.986 -0.626
O 1.268 -1.366 -1.071
H -0.561 2.290 0.608
H 0.672 1.885 1.801
H -0.774 0.852 1.645
H 0.491 -1.310 0.831
H -1.795 -0.732 0.151
H -1.214 -2.032 -0.908
H -1.256 -0.368 -1.510
H 1.825 -0.624 -1.368
*
```

These are the Mulliken partial charges, in e, on atoms 1 to 2:
1. C -1.0926
2. C 0.7878

---

Record 9
Here is the molecule C4H8O2 from the Open Molecules 2025 dataset. Energies are from ωB97M-V with the def2-TZVPD basis set.

Strongest force on any atom ... 0.42 eV Å⁻¹
LUMO energy ... 0.90 eV
Energy relative to the best compared isomer or geometry (same formula, charge and spin) ... 43.7 kcal/mol

```
! wB97M-V def2-TZVPD RIJCOSX def2/J DEFGRID3
* xyz 0 1
C 1.513 0.614 0.118
C 0.656 -0.628 -0.037
O -0.008 -1.040 1.188
C -1.238 -0.470 0.740
C -0.724 -0.378 -0.696
O -0.973 0.807 -1.397
H 0.919 1.477 0.441
H 2.297 0.443 0.861
H 1.985 0.883 -0.834
H 1.239 -1.470 -0.423
H -1.372 0.540 1.163
H -2.126 -1.071 0.959
H -1.030 -1.207 -1.339
H -1.138 1.500 -0.744
*
```

These are the Mulliken partial charges, in e, on atoms 1 to 2:
1. C -1.2080
2. C 0.4294

---

Record 10
Here is a structure of composition C4H8O2 from the Open Molecules 2025 dataset. Energies are from ωB97M-V with the def2-TZVPD basis set.

Strongest force on any atom ... 0.37 eV Å⁻¹
LUMO energy ... 0.63 eV
Energy relative to the best compared isomer or geometry (same formula, charge and spin) ... 115.7 kcal/mol

```
! wB97M-V def2-TZVPD RIJCOSX def2/J DEFGRID3
* xyz 0 1
C -0.410 0.237 -1.431
C -0.366 -0.184 0.032
O -1.170 -1.338 0.244
C 1.039 -0.338 0.612
C -0.744 0.964 0.990
O 1.063 0.830 1.485
H -0.074 -0.569 -2.100
H 0.230 1.109 -1.599
H -1.432 0.525 -1.700
H -1.333 -1.760 -0.609
H 1.086 -1.203 1.274
H 1.895 -0.339 -0.075
H -1.119 0.454 1.895
H 1.335 1.610 0.981
*
```

These are the Mulliken partial charges, in e, on atoms 1 to 2:
1. C -1.5840
2. C 1.4073

---

Record 11
Here is the molecule C4H8O2 from the Open Molecules 2025 dataset. Energies are from ωB97M-V with the def2-TZVPD basis set.

Strongest force on any atom ... 0.32 eV Å⁻¹
LUMO energy ... 0.72 eV
Energy relative to the best compared isomer or geometry (same formula, charge and spin) ... 126.1 kcal/mol

```
! wB97M-V def2-TZVPD RIJCOSX def2/J DEFGRID3
* xyz 0 1
C -0.571 -0.834 -0.151
C -1.590 0.290 -0.207
O -0.768 1.405 -0.516
C 0.369 1.260 0.267
C 2.093 -0.696 0.182
O 0.561 -0.167 0.432
H -0.818 -1.667 0.503
H -0.285 -1.186 -1.144
H -2.333 0.176 -0.996
H -2.095 0.426 0.758
H 0.231 1.671 1.273
H 1.246 1.662 -0.232
H 1.933 -1.694 0.621
H 2.015 -0.887 -0.909
*
```

These are the Mulliken partial charges, in e, on atoms 1 to 2:
1. C -0.2801
2. C -0.3741

---

Record 12
Here is the molecule C4H8O2 in a non-equilibrium geometry from the Open Molecules 2025 dataset. Energies are from ωB97M-V with the def2-TZVPD basis set.

Strongest force on any atom ... 2.30 eV Å⁻¹
LUMO energy ... 1.02 eV
Energy relative to the best compared isomer or geometry (same formula, charge and spin) ... 70.0 kcal/mol

```
! wB97M-V def2-TZVPD RIJCOSX def2/J DEFGRID3
* xyz 0 1
C 1.610 0.378 0.045
C 0.925 -0.708 0.446
C -0.522 -0.927 0.072
O -0.983 -0.526 1.356
C -1.042 0.178 -0.869
O -0.819 1.381 -0.133
H 1.541 0.663 -1.004
H 2.421 0.804 0.618
H 1.221 -1.304 1.305
H -0.849 -1.946 -0.174
H -1.083 0.449 1.166
H -2.111 0.028 -1.077
H -0.512 0.230 -1.825
H 0.202 1.301 0.073
*
```

These are the Mulliken partial charges, in e, on atoms 1 to 2:
1. C -1.0341
2. C -0.0952

---

Record 13
Here is the molecule C4H8O2 from the Open Molecules 2025 dataset. Energies are from ωB97M-V with the def2-TZVPD basis set.

Strongest force on any atom ... 0.71 eV Å⁻¹
LUMO energy ... 0.93 eV
Energy relative to the best compared isomer or geometry (same formula, charge and spin) ... 45.6 kcal/mol

```
! wB97M-V def2-TZVPD RIJCOSX def2/J DEFGRID3
* xyz 0 1
C -0.402 -1.335 0.962
C -0.771 -0.067 0.796
O -2.053 0.327 1.037
C 0.120 1.064 0.358
O 1.323 0.628 -0.215
C 1.184 0.171 -1.543
H 0.628 -1.639 0.902
H -1.136 -2.133 1.048
H -2.427 -0.467 1.429
H 0.384 1.670 1.228
H -0.453 1.709 -0.332
H 0.825 0.974 -2.205
H 2.177 -0.144 -1.874
H 0.494 -0.681 -1.613
*
```

These are the Mulliken partial charges, in e, on atoms 1 to 2:
1. C -1.0439
2. C 0.7005

---

Record 14
Here is the molecule C4H8O2 from the Open Molecules 2025 dataset. Energies are from ωB97M-V with the def2-TZVPD basis set.

Strongest force on any atom ... 0.76 eV Å⁻¹
LUMO energy (spin up / spin down) ... 1.02 / 0.87 eV
Energy relative to the best compared isomer or geometry (same formula, charge and spin) ... 108.6 kcal/mol

```
! wB97M-V def2-TZVPD RIJCOSX def2/J DEFGRID3
* xyz 0 1
C 1.344 -1.077 0.323
C 0.461 -0.019 0.958
C -0.571 0.593 -1.657
O -1.420 1.174 -0.810
C -1.631 0.751 0.384
O -0.962 -0.326 0.821
H 2.388 -0.749 0.373
H 1.245 -2.018 0.868
H 1.118 -1.260 -0.729
H 0.651 0.009 2.034
H -0.534 1.059 -2.627
H -0.390 -0.459 -1.495
H 0.610 0.995 0.559
H -2.309 1.325 0.999
*
```

These are the Mulliken partial charges, in e, on atoms 1 to 2:
1. C -0.9469
2. C -0.4067

---

Record 15
Here is the molecule C4H8O2 in a non-equilibrium geometry from the Open Molecules 2025 dataset. Energies are from ωB97M-V with the def2-TZVPD basis set.

Strongest force on any atom ... 3.96 eV Å⁻¹
LUMO energy ... 0.74 eV
Energy relative to the best compared isomer or geometry (same formula, charge and spin) ... 65.6 kcal/mol

```
! wB97M-V def2-TZVPD RIJCOSX def2/J DEFGRID3
* xyz 0 1
O 1.984 -0.235 -0.165
C 0.822 -1.051 -0.029
C -0.482 -0.334 -0.140
O -1.573 -1.149 -0.206
C -0.465 0.988 0.649
C -0.387 0.978 -0.883
H 1.942 0.438 0.627
H 0.742 -1.717 -0.973
H 0.816 -1.789 0.760
H -1.833 -1.366 0.756
H 0.429 1.477 1.147
H -1.485 1.270 1.058
H -1.204 1.381 -1.390
H 0.692 1.110 -1.212
*
```

These are the Mulliken partial charges, in e, on atoms 1 to 2:
1. O -0.5136
2. C -0.5532

---

Record 16
Here is the molecule C4H8O2 from the Open Molecules 2025 dataset. Energies are from ωB97M-V with the def2-TZVPD basis set.

Strongest force on any atom ... 0.52 eV Å⁻¹
LUMO energy ... 0.94 eV
Energy relative to the best compared isomer or geometry (same formula, charge and spin) ... 43.6 kcal/mol

```
! wB97M-V def2-TZVPD RIJCOSX def2/J DEFGRID3
* xyz 0 1
C -1.762 -0.513 -0.155
C -0.541 -0.224 -1.019
O 0.084 0.982 -0.621
C 1.180 1.019 0.255
C 1.546 -0.219 1.036
O 2.595 -0.286 1.632
H -2.380 0.389 -0.107
H -1.498 -0.797 0.871
H -2.370 -1.317 -0.582
H 0.147 -1.082 -1.037
H -0.859 -0.046 -2.052
H 0.983 1.798 1.005
H 2.081 1.334 -0.282
H 0.819 -1.049 1.088
*
```

These are the Mulliken partial charges, in e, on atoms 1 to 2:
1. C -0.9828
2. C -0.3671

---

Record 17
Here is the molecule C4H8O2 in a non-equilibrium geometry from the Open Molecules 2025 dataset. Energies are from ωB97M-V with the def2-TZVPD basis set.

Strongest force on any atom ... 2.20 eV Å⁻¹
LUMO energy ... 0.69 eV
Energy relative to the best compared isomer or geometry (same formula, charge and spin) ... 86.8 kcal/mol

```
! wB97M-V def2-TZVPD RIJCOSX def2/J DEFGRID3
* xyz 0 1
C -1.830 -0.838 -0.481
C -0.619 0.006 -0.800
O -0.319 0.689 0.401
C 0.831 0.302 1.079
C 1.994 0.820 0.439
O 1.574 -0.807 0.794
H -2.612 -0.202 -0.052
H -1.546 -1.577 0.275
H -2.212 -1.349 -1.365
H 0.222 -0.621 -1.126
H -0.824 0.751 -1.581
H 0.703 0.442 2.155
H 2.595 1.621 0.899
H 2.042 0.763 -0.637
*
```

These are the Mulliken partial charges, in e, on atoms 1 to 2:
1. C -1.1678
2. C -0.2192